The following is a quantum chemistry calculation of 7 unconnected molecules or ions with the total composition C7H28O7, from OMol25.

Its SMILES is CO.CO.CO.CO.CO.CO.CO. As for the molar mass: 224.29 g mol⁻¹. As for the multiplicity: 1. Its orbital gap is 10.351 eV. The value obtained for the largest force on an atom is 0.021 Eh/bohr. The energy above the lowest of the compared OMol25 structures with the same formula, charge and spin is 84.4 kcal/mol.

Positions of all 42 atoms, in Å:
C  3.05607  0.72104  0.96893
O  3.52820  -0.59856  1.29386
H  2.92751  1.26897  1.90098
H  3.74564  1.28543  0.33666
H  2.13212  0.65776  0.38795
H  3.34559  -0.71730  2.22574
C  -0.96343  -1.22840  -4.09000
O  -0.29387  -0.58195  -3.03030
H  -0.95206  -2.31657  -3.94908
H  -2.01164  -0.94033  -4.11099
H  -0.53161  -1.08276  -5.08388
H  0.49537  -1.13709  -2.86785
C  1.51424  -2.34654  -0.93152
O  1.64088  -2.48465  -2.36820
H  0.46904  -2.51015  -0.66601
H  2.17448  -3.01727  -0.38464
H  1.77698  -1.32522  -0.63768
H  2.37754  -3.08397  -2.50862
C  1.48157  4.22286  -0.06546
O  2.57410  4.27155  0.83947
H  0.55575  4.07805  0.48767
H  1.39976  5.14454  -0.65050
H  1.56199  3.39193  -0.76930
H  3.34861  3.96920  0.35981
C  -2.66649  1.51081  3.43770
O  -2.39732  1.44907  4.83126
H  -3.67350  1.12225  3.24559
H  -2.65335  2.53442  3.06843
H  -1.95597  0.94702  2.82675
H  -2.37295  0.51285  5.04959
C  -0.91638  0.96739  -0.06656
O  0.19057  1.16269  -0.92198
H  -1.07076  -0.09704  0.14315
H  -0.74384  1.53752  0.84664
H  -1.86015  1.35215  -0.47662
H  -0.01147  0.68891  -1.75145
C  -2.19624  -3.15890  0.47290
O  -3.44104  -3.76586  0.24870
H  -1.44159  -3.91199  0.72970
H  -1.81867  -2.67787  -0.43620
H  -2.18543  -2.42276  1.28067
H  -4.13823  -3.39123  0.78469


The following is a quantum chemistry calculation of 2 unconnected molecules or ions with the total composition C7H13N, from OMol25.

As for the molar mass: 111.19 g mol⁻¹. As for the multiplicity: 3. Its orbital gap (alpha / beta) is 6.137 / 7.791 eV. The expectation value of S² is 2.02. The value obtained for the largest force on an atom is 0.116 Eh/bohr. The energy above the lowest of the compared OMol25 structures with the same formula, charge and spin is 59.5 kcal/mol.

Positions of all 21 atoms, in Å:
C  1.79247  -0.64521  -1.31856
C  -1.22054  2.29925  0.11170
C  1.40082  -0.24651  -0.11414
C  2.23084  0.12675  1.03360
C  -1.42849  -0.36487  -1.14201
C  -1.06847  -1.05011  1.17854
C  -0.73457  0.01557  0.07864
N  -0.52859  1.36958  0.51584
H  0.99136  -0.96322  -2.08433
H  2.77687  -0.93778  -1.61406
H  -1.04635  3.34484  0.41625
H  -1.97006  2.03566  -0.68185
H  1.72925  -0.26402  1.95614
H  2.26620  1.25411  1.02938
H  3.18242  -0.36340  1.05246
H  -1.36756  0.43312  -1.86237
H  -2.51690  -0.74818  -0.94019
H  -0.93594  -1.16332  -1.67609
H  -1.82515  -0.79976  1.93149
H  -1.51212  -1.74436  0.52186
H  -0.21551  -1.58815  1.60771


The following is a quantum chemistry calculation of a single CH6P2S molecule, from OMol25.

Its SMILES is PCPS. As for the molar mass: 112.07 g mol⁻¹. As for the multiplicity: 1. Its orbital gap is 9.284 eV. The value obtained for the largest force on an atom is 0.075 Eh/bohr. The energy above the lowest of the compared OMol25 structures with the same formula, charge and spin is 32.7 kcal/mol.

Positions of all 10 atoms, in Å:
C  -0.26248  -0.01693  -0.81737
P  -0.52549  1.03061  0.66219
P  0.93326  -1.43375  -0.44623
S  1.18958  -1.30964  1.75513
H  0.21218  0.48702  -1.63333
H  -1.15874  -0.68657  -1.19221
H  -0.79382  -0.00320  1.66012
H  -1.80774  1.14921  0.23308
H  0.48644  -2.38555  2.61010
H  2.04659  -0.48520  -0.23898


The following is a quantum chemistry calculation of a single C6H6O2 molecule, from OMol25.

As for the molar mass: 110.11 g mol⁻¹. As for the multiplicity: 1. Its orbital gap is 7.394 eV. The value obtained for the largest force on an atom is 0.082 Eh/bohr. The energy above the lowest of the compared OMol25 structures with the same formula, charge and spin is 132.3 kcal/mol.

Positions of all 14 atoms, in Å:
C  0.95113  -0.95576  -1.05187
C  0.02710  1.30776  0.04312
C  0.07957  -0.11620  -0.17775
C  0.19911  0.14812  1.29069
O  1.40969  -0.18580  1.84373
C  -1.43462  0.39441  -0.40664
C  -2.54318  0.17562  -0.85691
O  0.44098  2.39183  -0.30756
H  1.53291  0.26587  2.68647
H  -0.67104  0.08179  1.93286
H  1.99278  -0.77026  -0.78389
H  0.72192  -2.01297  -0.91847
H  0.81545  -0.68233  -2.09758
H  -3.52180  -0.04208  -1.19619


The following is a quantum chemistry calculation of a single C12H16N2 molecule, from OMol25.

Its SMILES is c1ccc2c(c1)CN1CCC[C@@H]1CN2. As for the molar mass: 188.27 g mol⁻¹. As for the multiplicity: 1. Its orbital gap is 8.389 eV. The value obtained for the largest force on an atom is 0.112 Eh/bohr. The energy above the lowest of the compared OMol25 structures with the same formula, charge and spin is 69.7 kcal/mol.

Positions of all 30 atoms, in Å:
C  -1.14333  -1.18184  -2.67064
C  0.29186  -1.87163  -2.36918
C  0.89545  -0.95734  -1.25344
C  1.06640  -1.56185  0.16357
C  -0.17001  0.00403  1.55369
C  -0.67044  0.14770  2.84825
C  -0.63928  1.40136  3.47257
C  0.11197  2.40425  2.83260
C  0.52752  2.35699  1.58221
C  0.34027  1.08124  0.83100
C  0.60445  1.30154  -0.63772
C  -1.20197  0.12649  -1.86351
H  -1.39578  -0.97896  -3.75271
H  -1.77800  -1.98339  -2.29158
H  0.06733  -2.78067  -1.85981
H  0.98103  -2.00633  -3.15552
H  1.92900  -0.76033  -1.40113
H  1.37765  -2.63444  0.01576
H  1.98594  -1.02776  0.46969
H  -0.85727  -1.93294  0.92429
H  -0.93452  -0.72310  3.36391
H  -1.10261  1.56438  4.45263
H  0.31643  3.36031  3.49651
H  0.95890  3.13251  1.05375
H  0.05802  2.12887  -0.97138
H  1.62039  1.37730  -0.96846
H  -2.11147  0.07790  -1.26384
H  -1.24006  1.13029  -2.44032
N  0.03438  -1.36611  1.15873
N  0.07774  0.17153  -1.31996


The following is a quantum chemistry calculation of 2 unconnected molecules or ions with the total composition C10H21FNO8PS, from OMol25.

Its SMILES is O=C1C[C@H](S(=O)(=O)F)[C@H](P(O)O)N1.COCCOCCOC. As for the molar mass: 365.32 g mol⁻¹. As for the multiplicity: 1. Its orbital gap is 9.654 eV. The value obtained for the largest force on an atom is 0.013 Eh/bohr. The energy above the lowest of the compared OMol25 structures with the same formula, charge and spin is 18.0 kcal/mol.

Positions of all 43 atoms, in Å:
O  -0.30710  3.83285  0.73644
C  -1.21397  3.42506  0.08550
C  -1.53894  3.70154  -1.37293
C  -1.90550  2.29517  -1.85046
S  -2.91038  2.38749  -3.29845
O  -2.11167  2.88336  -4.36434
O  -4.17497  2.96257  -3.00419
F  -3.14536  0.86660  -3.55572
C  -2.42443  1.54479  -0.56664
P  -4.21078  0.87475  -0.49546
O  -3.84313  -0.71773  -0.65228
O  -4.46433  1.07944  1.10566
N  -2.19183  2.45783  0.57402
H  -0.72090  4.15237  -1.92936
H  -2.37673  4.40193  -1.43263
H  -0.97297  1.81467  -2.14992
H  -1.78872  0.65807  -0.49177
H  -3.05308  -0.97780  -0.15627
H  -3.70324  0.84391  1.65694
H  -3.04814  3.01251  0.66384
C  2.94315  0.96220  1.69417
O  2.89472  -0.42821  1.92702
C  1.78587  -0.88482  2.67689
C  1.16409  -2.12533  2.06727
O  0.48116  -1.92639  0.83701
C  1.23075  -1.62486  -0.32767
C  2.07649  -2.74551  -0.89315
O  3.17612  -3.06456  -0.06508
C  3.40111  -4.44283  0.13177
H  3.40259  1.49616  2.53221
H  3.55053  1.12458  0.80385
H  1.94450  1.37709  1.52009
H  1.02517  -0.10147  2.76968
H  2.12590  -1.14490  3.68737
H  0.38670  -2.46339  2.75700
H  1.90087  -2.92661  1.99027
H  1.82648  -0.72161  -0.18742
H  0.47841  -1.39732  -1.08974
H  2.45306  -2.41027  -1.86862
H  1.44643  -3.62618  -1.06058
H  2.46140  -4.99345  0.24186
H  3.97797  -4.55512  1.04940
H  3.97268  -4.87659  -0.69554